The following is a DFT calculation (ωB97M-V/def2-TZVPD) of a structure of composition CH3IO2P at a distorted geometry.

```
8
Properties=species:S:1:pos:R:3:forces:R:3:mulliken_charge:R:1
C 1.121 -0.571 -0.009 -2.281 2.406 1.425 -1.011
O -0.864 1.559 -1.221 0.188 -0.097 -0.390 -0.599
O -1.148 1.480 1.325 0.223 -0.172 1.078 -0.592
P -0.822 0.823 0.057 2.307 -1.580 -1.212 0.635
I -2.368 -1.157 -0.218 -0.325 -0.268 0.035 -0.316
H 1.021 -1.222 0.856 -0.089 -0.055 -0.117 0.296
H 1.157 -1.078 -0.945 -0.172 -0.151 -0.625 0.284
H 1.903 0.166 0.155 0.148 -0.083 -0.194 0.303
```
Positions in Å, forces in eV/Å.

Computed properties:
**HOMO level**: -0.169 Eh
**Net charge**: -1
**LUMO**: 3.17 eV
**2S+1**: 1

***

The following is a DFT calculation (ωB97M-V/def2-TZVPD) of an isolated molecule of CH3IO2S2 at a distorted geometry.

```
9
Properties=species:S:1:pos:R:3:forces:R:3:mulliken_charge:R:1
C 1.390 -0.322 0.070 1.888 -6.925 1.301 -0.846
O -0.809 1.150 1.103 0.856 0.783 2.812 -0.524
O -0.821 1.169 -1.243 0.637 0.043 -1.755 -0.509
S -0.086 -1.399 -0.090 1.292 -1.968 -0.157 0.060
S -1.091 0.411 -0.063 -0.933 2.707 -1.150 0.787
I -3.375 -0.300 -0.033 -3.293 -1.270 0.032 -0.005
H 2.239 -1.089 0.317 -1.359 2.011 -0.263 0.296
H 1.081 0.311 0.776 0.013 2.678 3.020 0.376
H 1.471 0.069 -0.837 0.898 1.942 -3.841 0.365
```
Positions in Å, forces in eV/Å.

Computed properties:
**HOMO level (spin up / spin down)**: -0.249 / -0.337 Eh
**LUMO (spin up / spin down)**: 0.18 / -4.79 eV
**2S+1**: 3

***

The following is a DFT calculation (ωB97M-V/def2-TZVPD) of an isolated molecule of CH3IO3S at a distorted geometry.

```
9
Properties=species:S:1:pos:R:3:forces:R:3:mulliken_charge:R:1
C 0.068 -0.023 0.183 0.456 -2.786 -1.572 -0.940
O 2.168 0.088 2.002 -1.475 -1.098 -0.711 -0.573
O 0.100 1.379 2.373 0.334 -0.425 -0.595 -0.540
O 1.729 1.939 0.546 -1.187 -0.998 0.093 -0.503
S 1.026 0.778 1.451 -0.364 1.102 0.493 1.224
I 3.071 2.715 1.737 1.360 1.601 0.218 0.275
H -0.319 0.499 -0.672 0.036 1.660 0.240 0.370
H 0.722 -0.727 -0.392 -0.040 0.321 0.947 0.346
H -0.809 -0.644 0.473 0.881 0.623 0.887 0.342
```
Positions in Å, forces in eV/Å.

Computed properties:
**HOMO level**: -0.360 Eh
**LUMO**: -0.87 eV
**2S+1**: 1

***

The following is a DFT calculation (ωB97M-V/def2-TZVPD) of an isolated molecule of CH3IO3S at a distorted geometry.

```
9
Properties=species:S:1:pos:R:3:forces:R:3:mulliken_charge:R:1
C 0.838 0.085 1.040 1.160 -0.951 -0.052 -0.560
O 0.627 -0.577 -0.258 -0.236 0.711 -1.444 -0.205
S -0.787 -0.478 -0.982 -1.164 2.508 4.120 0.841
O -1.836 -0.655 0.033 1.711 0.592 -1.880 -0.462
O -0.756 -1.238 -2.145 0.285 -0.838 -1.797 -0.434
I -0.783 2.403 -1.613 0.015 -2.270 0.477 -0.016
H 1.839 0.714 1.054 -2.358 -1.280 -0.364 0.199
H 0.945 -0.877 1.600 0.025 1.439 0.587 0.256
H -0.087 0.624 1.271 0.562 0.088 0.353 0.380
```
Positions in Å, forces in eV/Å.

Computed properties:
**SMILES**: COS(=O)(=O)I
**HOMO level**: -0.368 Eh
**LUMO**: -2.71 eV
**2S+1**: 1

***

We obtain E_tot values of -829.551609; -1284.259513; -961.427284; -961.426320 hartree for the records listed above, in that order.
We obtain energy relative to the best compared isomer or geometry (same formula, charge and spin) values of 1.246; 2.389; 0.962; 0.988 eV for the records listed above, in that order.